Below is a cluster of 2 separate species, C5H12N2O2S in total at a distorted geometry, with properties calculated with ωB97M-V/def2-TZVPD.

- lowest unoccupied orbital energy (eV) = 0.541
- HOMO energy (eV) = -9.298
- DFT total energy (eV) = -23286.1897
- gap between HOMO and LUMO (Ha) = 0.362

The geometry in ORCA input format:
```
! wB97M-V def2-TZVPD RIJCOSX def2/J DEFGRID3
* xyz 0 1
C -1.07 -1.88 -0.32
C -1.84 -0.79 0.40
C -1.71 0.10 1.64
C 1.16 2.10 -0.09
C 1.06 0.18 -1.47
N -1.23 -0.60 -0.92
N 1.32 0.72 -0.37
O 2.33 -1.62 0.34
O 3.94 0.17 -0.12
S 2.81 -0.28 0.69
H -0.11 -2.14 0.02
H -1.67 -2.78 -0.56
H -2.98 -0.94 0.25
H -2.29 -0.24 2.39
H -2.24 1.11 1.29
H -0.65 0.14 1.98
H 0.87 2.10 1.03
H 2.11 2.75 -0.29
H 0.39 2.44 -0.65
H 1.33 -0.91 -1.53
H 0.45 0.79 -2.14
H -1.97 -0.42 -1.58
*
```

natural (NBO) atomic charge list, values in e, 5 entries:
1. C -0.25
2. C -0.06
3. C -0.61
4. C -0.43
5. C 0.06